Record 1
C25H45NOS4Si3Zr | the ωB97M-V functional and the def2-TZVPD basis

ORCA input file:
```
! RIJCOSX wB97M-V def2-TZVPD def2/J DEFGRID3
* xyz 2 1
Zr 0.031 0.752 0.104
C -0.092 -3.265 -4.067
C 0.189 -1.838 -4.525
S -0.425 -0.524 -3.415
C -2.233 -0.805 -3.454
C -2.847 -0.595 -2.076
S -1.887 -1.281 -0.674
C -2.291 -3.075 -0.653
C -1.791 -3.870 -1.843
S -0.039 -3.489 -2.253
H 0.665 -3.929 -4.483
H -1.067 -3.612 -4.404
H -0.236 -1.673 -5.517
H 1.264 -1.657 -4.580
H -2.390 -1.815 -3.820
H -2.686 -0.104 -4.158
H -3.855 -1.010 -2.039
H -2.894 0.474 -1.842
H -3.374 -3.166 -0.553
H -1.827 -3.426 0.269
H -2.405 -3.684 -2.722
H -1.848 -4.933 -1.603
S -3.447 3.686 -0.815
C -3.688 3.260 0.816
C -2.718 2.427 1.310
C -1.708 2.081 0.370
C -1.984 2.719 -0.842
C -1.099 2.691 -1.978
C -1.420 3.264 -3.219
C -0.490 3.246 -4.237
C 0.767 2.694 -3.996
C 1.015 2.144 -2.755
N 0.108 2.099 -1.767
H -4.541 3.657 1.333
H -2.733 2.090 2.338
H -2.393 3.710 -3.358
H -0.724 3.664 -5.204
H 1.528 2.691 -4.759
H 1.986 1.719 -2.526
C 2.413 -1.020 -1.502
O 1.638 -0.533 -0.414
Si 1.894 -1.208 1.246
C 3.745 -1.532 1.560
C 0.927 -2.842 1.083
C 0.916 0.186 2.060
Si -0.253 -0.393 3.466
C -1.926 -0.820 2.605
C -0.592 0.894 4.828
C 0.433 -1.944 4.339
Si 1.914 1.792 2.349
C 2.545 2.260 0.573
C 3.398 1.690 3.532
C 0.710 3.245 2.683
H 3.464 -0.750 -1.369
H 2.051 -0.584 -2.435
H 2.329 -2.109 -1.577
H 4.085 -2.410 1.015
H 3.930 -1.729 2.612
H 4.381 -0.699 1.279
H 0.913 -3.185 0.053
H -0.102 -2.707 1.403
H 1.345 -3.643 1.679
H -2.723 -0.827 3.342
H -1.922 -1.813 2.162
H -2.193 -0.105 1.822
H -1.075 1.798 4.471
H 0.317 1.179 5.347
H -1.255 0.449 5.565
H 0.405 -2.828 3.716
H -0.146 -2.173 5.227
H 1.460 -1.800 4.655
H 3.082 1.446 0.085
H 3.238 3.097 0.631
H 1.705 2.594 -0.059
H 4.221 1.139 3.089
H 3.146 1.204 4.468
H 3.766 2.683 3.772
H -0.207 3.161 2.092
H 1.185 4.187 2.422
H 0.424 3.327 3.726
*
```

- ΔE to the lowest compared entry with this formula, charge and spin: 155.9 kJ/mol
- Lowest unoccupied orbital energy: -6.732 eV
- F_max: 0.027 Eh/bohr
- Kohn-Sham gap: 6.90 eV

***

Record 2
C38H35CdN6O11SSi | the ωB97M-V functional and the def2-TZVPD basis

ORCA input file:
```
! RIJCOSX wB97M-V def2-TZVPD def2/J DEFGRID3
* xyz -1 1
Cd 0.318 0.151 0.206
C -1.937 2.891 3.239
C -2.227 4.073 2.583
C -2.164 4.100 1.200
C -1.803 2.944 0.513
N -1.508 1.809 1.150
C -1.588 1.788 2.475
C -1.664 2.963 -0.964
C -2.336 3.897 -1.749
C -2.043 3.973 -3.100
C -1.090 3.120 -3.627
C -0.514 2.181 -2.783
N -0.806 2.090 -1.493
H -1.969 2.821 4.317
H -2.477 4.971 3.133
H -2.350 5.019 0.664
H -1.369 0.837 2.941
H -3.077 4.551 -1.312
H -2.542 4.703 -3.725
H -0.808 3.162 -4.670
H 0.213 1.467 -3.147
C 0.831 -0.499 3.776
Si -0.343 -1.731 2.951
C -1.998 -1.583 3.934
C 0.409 -3.435 3.339
N -0.659 -1.473 1.268
C -1.449 -2.356 0.581
C -2.137 -3.425 1.194
C -2.897 -4.342 0.492
C -3.046 -4.228 -0.879
C -2.434 -3.159 -1.518
C -1.655 -2.254 -0.818
O -1.106 -1.145 -1.478
C -0.907 -1.304 -2.838
C -1.663 -0.535 -3.709
C -1.458 -0.635 -5.077
C -0.506 -1.511 -5.574
C 0.224 -2.302 -4.697
C 0.011 -2.216 -3.333
H 0.590 -0.414 4.838
H 0.801 0.494 3.332
H 1.863 -0.840 3.687
H -1.913 -0.877 4.764
H -2.306 -2.541 4.360
H -2.810 -1.243 3.287
H 0.627 -3.518 4.407
H 1.350 -3.544 2.796
H -0.229 -4.273 3.059
H -2.068 -3.532 2.267
H -3.380 -5.151 1.028
H -3.634 -4.939 -1.443
H -2.564 -3.028 -2.584
H -2.412 0.131 -3.301
H -2.050 -0.027 -5.750
H -0.339 -1.585 -6.641
H 0.975 -2.984 -5.074
H 0.562 -2.840 -2.646
C 2.804 -6.525 0.828
C 2.891 -5.032 0.995
C 3.529 -4.462 2.090
C 3.648 -3.084 2.200
C 3.118 -2.265 1.219
C 2.453 -2.815 0.135
C 2.349 -4.190 0.026
S 3.421 -0.507 1.320
O 4.103 -0.308 2.578
O 4.203 -0.158 0.150
O 2.082 0.142 1.340
H 3.130 -7.042 1.730
H 3.436 -6.848 -0.002
H 1.781 -6.831 0.606
H 3.944 -5.101 2.860
H 4.161 -2.625 3.035
H 2.064 -2.165 -0.638
H 1.859 -4.634 -0.833
O 5.944 4.837 -2.760
N 5.918 3.679 -3.159
O 6.784 3.197 -3.877
C 4.815 2.850 -2.774
C 4.748 1.529 -3.208
C 3.697 0.731 -2.865
C 2.623 1.168 -1.962
O 1.605 0.494 -1.709
C 2.781 2.559 -1.544
C 3.824 3.354 -1.952
N 1.818 3.200 -0.694
O 1.186 2.576 0.146
O 1.633 4.401 -0.863
N 3.750 -0.626 -3.364
O 4.804 -1.010 -3.857
O 2.753 -1.322 -3.324
H 5.537 1.134 -3.829
H 3.876 4.378 -1.612
*
```

- ΔE to the lowest compared entry with this formula, charge and spin: 82.0 kJ/mol
- Lowest unoccupied orbital energy: 1.665 eV
- F_max: 0.029 Eh/bohr
- Kohn-Sham gap: 6.47 eV

***

Record 3
C5H6N2 | the ωB97M-V functional and the def2-TZVPD basis

ORCA input file:
```
! RIJCOSX wB97M-V def2-TZVPD def2/J DEFGRID3
* xyz 0 1
C -1.495 -0.257 -1.873
C -0.383 0.422 -1.497
C 0.266 0.157 -0.254
C 1.931 0.199 1.277
C 0.719 -0.215 1.906
H -2.213 -0.612 -1.203
H -2.105 -0.443 -2.762
H 0.213 0.468 -2.339
H 2.868 0.558 1.727
H 0.417 -0.678 2.934
H -1.486 0.186 1.197
N 1.520 0.390 -0.090
N -0.252 -0.174 0.977
*
```

- ΔE to the lowest compared entry with this formula, charge and spin: 342.5 kJ/mol
- Lowest unoccupied orbital energy: 0.344 eV
- F_max: 0.138 Eh/bohr
- Kohn-Sham gap: 8.64 eV

***

Record 4
C15H18N2O2 | the ωB97M-V functional and the def2-TZVPD basis

ORCA input file:
```
! RIJCOSX wB97M-V def2-TZVPD def2/J DEFGRID3
* xyz 0 1
C -4.443 -1.646 0.317
C -3.453 -0.567 0.079
N -2.325 -0.498 0.742
N -1.667 0.593 0.280
C -2.399 1.226 -0.708
C -3.548 0.503 -0.850
H -4.356 0.694 -1.526
C -1.934 2.441 -1.412
H -1.754 3.249 -0.704
H -2.683 2.752 -2.136
H -0.992 2.247 -1.922
C -0.424 0.955 0.778
O 0.187 1.898 0.344
C 0.074 0.052 1.896
O 1.471 -0.117 1.870
C 2.067 -0.324 0.632
C 3.072 0.582 0.275
C 3.726 0.419 -0.935
C 3.389 -0.619 -1.784
C 2.412 -1.520 -1.410
C 1.744 -1.400 -0.196
C 0.736 -2.444 0.193
H -0.284 -2.108 0.001
H 0.902 -3.350 -0.386
H 0.829 -2.688 1.249
H 2.163 -2.345 -2.062
H 3.895 -0.733 -2.732
H 4.498 1.120 -1.217
C 3.398 1.716 1.195
H 4.243 2.287 0.821
H 3.625 1.341 2.191
H 2.532 2.371 1.275
H -0.474 -0.894 1.875
H -0.141 0.553 2.847
H -4.079 -2.314 1.093
H -5.395 -1.218 0.627
H -4.609 -2.211 -0.599
*
```

- ΔE to the lowest compared entry with this formula, charge and spin: 203.0 kJ/mol
- SMILES string: Cc1cc(C)n(C(=O)COc2c(C)cccc2C)n1
- Lowest unoccupied orbital energy: 0.682 eV
- F_max: 0.021 Eh/bohr
- Kohn-Sham gap: 9.18 eV

***

Record 5
C21H27N3O8S | the ωB97M-V functional and the def2-TZVPD basis

ORCA input file:
```
! RIJCOSX wB97M-V def2-TZVPD def2/J DEFGRID3
* xyz 0 1
C -5.396 -3.421 -0.264
H -4.955 -4.108 0.464
O -5.287 -2.081 0.155
C -4.047 -1.551 0.374
C -2.872 -2.261 0.146
C -1.628 -1.688 0.354
C -1.560 -0.387 0.799
C -2.706 0.339 1.042
C -3.966 -0.219 0.844
O -4.996 0.619 1.113
C -6.329 0.162 1.202
H -6.896 1.022 1.557
H -6.716 -0.155 0.232
H -6.427 -0.657 1.917
H -2.644 1.355 1.395
S 0.024 0.413 1.000
O 1.054 -0.568 0.804
O 0.042 1.191 2.201
N 0.119 1.478 -0.261
C 0.124 0.942 -1.604
C -1.195 1.266 -2.306
C -1.450 2.767 -2.165
H -0.684 3.330 -2.714
O -1.471 3.156 -0.801
C -0.306 2.838 -0.089
C 0.890 3.787 -0.384
N 2.014 3.368 0.406
C 2.818 2.370 -0.007
O 2.945 1.990 -1.159
C 3.605 1.759 1.152
O 3.579 2.246 2.268
N 4.289 0.674 0.776
H 4.136 0.358 -0.174
C 4.900 -0.244 1.702
H 5.946 -0.404 1.421
H 4.855 0.223 2.688
C 4.146 -1.585 1.710
C 4.259 -2.262 0.389
C 3.452 -2.201 -0.708
C 4.073 -2.997 -1.703
C 5.213 -3.477 -1.137
O 5.337 -3.036 0.129
H 5.987 -4.117 -1.511
H 3.722 -3.183 -2.697
H 2.528 -1.663 -0.770
H 4.562 -2.222 2.491
H 3.090 -1.391 1.909
H 1.966 3.470 1.414
H 0.610 4.813 -0.143
H 1.186 3.717 -1.433
H -0.564 2.947 0.971
H -2.434 3.042 -2.548
H -2.011 0.718 -1.830
H -1.144 0.990 -3.358
H 0.974 1.365 -2.150
H 0.279 -0.133 -1.508
H -0.719 -2.241 0.182
H -2.919 -3.279 -0.205
H -4.934 -3.576 -1.244
H -6.465 -3.612 -0.338
*
```

- ΔE to the lowest compared entry with this formula, charge and spin: 26.4 kJ/mol
- SMILES string: COc1ccc(S(=O)(=O)N2CCCO[C@@H]2CNC(=O)C(=O)NCCc2ccco2)cc1OC
- Lowest unoccupied orbital energy: 0.461 eV
- F_max: 0.019 Eh/bohr
- Kohn-Sham gap: 8.80 eV

***

Record 6
C15H14IN2O2Pd | the ωB97M-V functional and the def2-TZVPD basis

ORCA input file:
```
! RIJCOSX wB97M-V def2-TZVPD def2/J DEFGRID3
* xyz -1 1
Pd 0.101 1.106 0.612
C 4.439 0.351 -0.739
C 4.068 -0.024 0.664
N 5.038 -0.185 1.536
C 4.719 -0.531 2.800
C 3.440 -0.754 3.235
C 3.208 -1.045 4.690
O 2.657 -2.353 4.885
C 2.359 -0.584 2.324
C 1.028 -0.774 2.780
N -0.049 -0.420 2.145
C -1.288 -0.513 2.753
C -1.488 -0.517 4.148
C -2.750 -0.551 4.705
C -3.880 -0.597 3.899
C -3.721 -0.592 2.520
C -2.456 -0.542 1.972
I -2.290 -0.466 -0.154
C 2.678 -0.188 0.980
O 1.824 -0.036 0.054
H 5.506 0.558 -0.782
H 3.873 1.228 -1.057
H 4.189 -0.460 -1.426
H 5.556 -0.614 3.488
H 2.529 -0.287 5.100
H 4.162 -0.966 5.221
H 2.428 -2.443 5.814
H 0.907 -1.295 3.727
H -0.627 -0.446 4.800
H -2.857 -0.519 5.783
H -4.871 -0.615 4.333
H -4.587 -0.626 1.874
C -0.022 2.790 -0.347
H 0.630 3.668 -0.296
H -0.669 2.872 -1.231
*
```

- Lowest unoccupied orbital energy (alpha / beta): 2.519 / 2.526 eV
- F_max: 0.024 Eh/bohr
- Kohn-Sham gap (alpha / beta): 5.33 / 5.31 eV

***

Record 7
C25H32Cl2CuFN4O4P | the ωB97M-V functional and the def2-TZVPD basis

ORCA input file:
```
! RIJCOSX wB97M-V def2-TZVPD def2/J DEFGRID3
* xyz 0 2
Cu -0.389 -0.184 0.296
N -2.099 0.752 1.515
N -3.214 0.361 0.758
C -3.026 0.119 -0.624
O -4.022 0.121 -1.335
O -1.804 -0.104 -0.983
H -2.213 0.459 2.473
H -1.934 1.751 1.485
H -4.084 0.828 0.950
O 0.105 1.801 -0.172
P 1.341 2.163 -0.955
C 1.978 0.778 -1.912
C 3.340 0.519 -2.063
C 3.758 -0.543 -2.854
C 2.821 -1.340 -3.500
C 1.464 -1.079 -3.362
C 1.035 -0.020 -2.573
C 0.981 3.449 -2.151
C 1.977 4.024 -2.940
C 1.643 4.997 -3.869
C 0.315 5.385 -4.021
C -0.679 4.796 -3.253
C -0.349 3.827 -2.313
C 2.679 2.711 0.103
C 3.238 1.755 0.958
C 4.235 2.127 1.845
C 4.667 3.449 1.896
C 4.093 4.404 1.070
C 3.097 4.038 0.172
H 4.073 1.140 -1.562
H 4.815 -0.748 -2.966
H 3.154 -2.167 -4.116
H 0.731 -1.696 -3.868
H -0.029 0.175 -2.465
H 3.009 3.704 -2.838
H 2.415 5.451 -4.480
H 0.059 6.148 -4.747
H -1.715 5.083 -3.390
H -1.112 3.349 -1.709
H 2.855 0.738 0.952
H 4.674 1.386 2.503
H 5.447 3.736 2.590
H 4.416 5.437 1.124
H 2.643 4.787 -0.465
C -1.484 -2.486 2.471
N -0.216 -3.107 2.118
C 0.721 -3.242 3.226
C 0.227 -2.984 0.836
O -0.307 -2.214 0.017
N 1.283 -3.761 0.462
C 1.880 -3.473 -0.834
C 1.430 -5.134 0.931
H -2.040 -3.148 3.135
H -2.075 -2.303 1.577
H -1.311 -1.539 2.988
H 0.772 -2.296 3.773
H 1.715 -3.473 2.859
H 0.400 -4.026 3.916
H 1.849 -2.406 -1.025
H 1.351 -3.986 -1.643
H 2.918 -3.804 -0.822
H 0.656 -5.372 1.654
H 2.406 -5.300 1.393
H 1.333 -5.819 0.086
Cl 0.568 2.583 2.977
C 0.900 1.062 3.799
Cl -0.506 0.476 4.731
H 1.711 1.217 4.494
H 1.126 0.339 3.021
F 1.085 -0.378 1.403
*
```

- ΔE to the lowest compared entry with this formula, charge and spin: 0.0 kJ/mol
- ⟨S²⟩: 0.75
- Lowest unoccupied orbital energy (alpha / beta): 0.475 / 0.304 eV
- F_max: 0.012 Eh/bohr
- Kohn-Sham gap (alpha / beta): 9.17 / 9.09 eV

***

Record 8
C6H7NO | the ωB97M-V functional and the def2-TZVPD basis

ORCA input file:
```
! RIJCOSX wB97M-V def2-TZVPD def2/J DEFGRID3
* xyz 0 1
C 0.254 -0.649 0.800
C 1.100 0.445 0.053
C 0.862 0.117 -1.351
C -1.022 -0.479 -0.067
C -1.160 0.909 -0.016
C -0.044 1.521 0.345
H 2.126 0.364 0.646
H 0.844 0.925 -1.939
H 1.660 -0.575 -1.727
H -0.662 -1.533 -1.537
H -1.960 -1.082 0.254
H -2.180 1.485 0.228
H 0.343 2.523 0.499
N -0.537 -0.490 -1.354
O 0.455 -1.233 1.808
*
```

- ΔE to the lowest compared entry with this formula, charge and spin: 365.4 kJ/mol
- SMILES string: O=C1[C@@H]2C=C[C@H]1NC2
- Lowest unoccupied orbital energy: 0.880 eV
- F_max: 0.185 Eh/bohr
- Kohn-Sham gap: 9.39 eV

***

Record 9
C4H13N3 | the ωB97M-V functional and the def2-TZVPD basis

ORCA input file:
```
! RIJCOSX wB97M-V def2-TZVPD def2/J DEFGRID3
* xyz 0 1
C -1.061 -2.158 2.214
C -0.462 2.285 -1.702
C 0.538 2.130 0.605
C 0.784 -1.892 -0.927
N -0.280 -2.177 1.133
N 0.095 1.441 -0.661
N -0.423 -1.867 -0.164
H -0.567 -2.435 3.084
H -0.340 0.505 -0.610
H -2.120 -1.881 2.176
H -1.216 2.909 -1.133
H 0.327 2.878 -2.055
H -0.755 1.667 -2.543
H 1.629 2.350 0.604
H -0.167 2.977 0.745
H 0.245 1.442 1.445
H 1.274 -2.903 -0.905
H 0.402 -1.665 -1.927
H 1.443 -1.062 -0.587
H 0.656 -2.542 1.206
*
```

- ΔE to the lowest compared entry with this formula, charge and spin: 417.8 kJ/mol
- Lowest unoccupied orbital energy: 0.943 eV
- F_max: 0.071 Eh/bohr
- Kohn-Sham gap: 8.56 eV

***

Record 10
C3H5NO2S | the ωB97M-V functional and the def2-TZVPD basis

ORCA input file:
```
! RIJCOSX wB97M-V def2-TZVPD def2/J DEFGRID3
* xyz 0 1
C -0.060 -1.775 -1.861
C 0.960 0.669 1.038
C -1.247 1.205 1.002
H 0.446 -2.732 -1.746
H -0.745 -1.822 -2.511
H 1.947 0.568 1.766
H 0.921 1.760 0.663
H -2.356 0.928 1.221
N 0.147 -0.617 -1.329
O -0.262 0.668 1.910
O -0.957 1.858 -0.131
S 1.207 -0.708 -0.023
*
```

- ΔE to the lowest compared entry with this formula, charge and spin: 387.6 kJ/mol
- SMILES string: C=NSCOC=O
- Lowest unoccupied orbital energy: 0.557 eV
- F_max: 0.161 Eh/bohr
- Kohn-Sham gap: 9.63 eV

***

Record 11
C4H5N3O | the ωB97M-V functional and the def2-TZVPD basis

ORCA input file:
```
! RIJCOSX wB97M-V def2-TZVPD def2/J DEFGRID3
* xyz 0 1
C 1.278 -0.629 -0.430
C -0.862 0.058 -0.526
C -1.321 1.196 0.429
C 0.372 0.486 -0.214
H 2.672 -1.854 -0.520
H -1.168 -1.839 0.267
H -1.960 2.010 0.046
H -1.840 0.737 1.342
H 0.815 2.350 0.836
N 2.467 -0.831 -0.310
N -1.011 -1.325 -0.866
N 0.152 1.391 0.747
O 0.407 -1.749 -0.802
*
```

- ΔE to the lowest compared entry with this formula, charge and spin: 706.0 kJ/mol
- Lowest unoccupied orbital energy: 0.415 eV
- F_max: 0.110 Eh/bohr
- Kohn-Sham gap: 8.81 eV

***

Record 12
C3H4ClN | the ωB97M-V functional and the def2-TZVPD basis

ORCA input file:
```
! RIJCOSX wB97M-V def2-TZVPD def2/J DEFGRID3
* xyz 0 1
C 0.543 1.648 -0.200
C -0.028 0.418 0.494
C -1.395 -0.083 0.190
H -0.329 2.571 -0.330
H 1.416 1.897 0.422
H 1.079 1.509 -1.389
H 0.315 0.502 1.650
N -2.429 -0.469 -0.254
Cl 1.165 -0.888 -0.087
*
```

- ΔE to the lowest compared entry with this formula, charge and spin: 151.7 kJ/mol
- SMILES string: C[C@H](Cl)C#N
- Lowest unoccupied orbital energy: 0.419 eV
- F_max: 0.091 Eh/bohr
- Kohn-Sham gap: 11.61 eV

***

Among the records above, which one has the lowest F_max? C25H32Cl2CuFN4O4P

***

What is the F_max in the seventh record? 0.012 Eh/bohr

***

Among the records above, which one has the lowest F_max? C25H32Cl2CuFN4O4P

***

Which of these has the lowest F_max? C25H32Cl2CuFN4O4P